{
  "formula": "C3H3CrO",
  "method": "ωB97M-V with the def2-TZVPD basis set",
  "species": ["Cr", "O", "C", "C", "C", "H", "H", "H"],
  "positions_angstrom": [[5.213, -0.354, -0.623], [1.989, -1.492, 2.958], [4.036, 0.010, 1.095], [2.526, -0.809, 3.704], [4.486, 0.754, 2.117], [5.472, 0.600, 2.572], [3.906, 1.637, 2.433], [3.194, -0.819, 1.270]],
  "forces_ev_per_angstrom": [[0.0, 0.0, -0.2], [1.0, 1.3, 1.6], [-0.7, -1.6, 1.3], [-1.2, -1.4, -1.4], [-0.4, 0.0, -0.9], [0.1, 0.1, 0.0], [0.0, -0.1, 0.3], [1.2, 1.7, -0.7]],
  "nbo_charge": [1.453, -0.498, -0.346, 0.536, -0.173, 0.320, 0.341, 0.367],
  "e_homo_ev": [-20.12, -20.54],
  "fmax_ha_per_bohr": 0.04517,
  "s2": 8.7714,
  "multiplicity": 6,
  "e_lumo_ev": [-12.7, -12.6],
  "total_energy_ha": -1234.879848,
  "charge": 2
}

=====

{
  "formula": "C7H16N2",
  "method": "ωB97M-V with the def2-TZVPD basis set",
  "species": ["N", "N", "C", "C", "C", "C", "C", "C", "C", "H", "H", "H", "H", "H", "H", "H", "H", "H", "H", "H", "H", "H", "H", "H", "H"],
  "positions_angstrom": [[-1.999, 0.735, -0.214], [0.668, 0.031, -2.538], [-1.250, 1.676, 1.974], [-0.305, -1.959, -1.447], [1.053, -0.055, 0.033], [1.537, 1.212, 0.025], [1.931, -1.170, 0.551], [0.329, -0.588, -1.491], [-1.579, 0.507, 1.091], [2.367, -0.900, 1.512], [-1.315, 1.407, 3.026], [-0.234, 0.003, 0.785], [-0.212, 1.981, 1.751], [0.408, -0.449, -3.404], [-1.045, -2.056, -2.243], [-1.256, 0.520, -0.920], [-2.243, 1.706, -0.391], [0.456, -2.735, -1.563], [-1.894, 2.537, 1.785], [1.363, -2.092, 0.680], [2.753, -1.375, -0.136], [-2.150, -0.289, 1.565], [-0.818, -2.125, -0.498], [0.935, 2.016, -0.373], [2.501, 1.463, 0.442]],
  "forces_ev_per_angstrom": [[0.0, 0.7, -2.5], [0.0, 0.3, 0.5], [0.2, -0.1, -0.3], [-0.4, 0.3, 0.2], [0.5, -0.1, -3.6], [-0.7, -0.2, 0.2], [-0.3, -0.2, 0.3], [1.5, 0.1, 1.8], [3.2, -1.6, 0.6], [0.0, 0.0, 0.1], [0.0, 0.0, 0.0], [-2.9, 0.4, 1.3], [-0.1, 0.2, 0.1], [-0.2, -0.1, 0.3], [0.1, 0.0, 0.0], [-1.1, 0.3, 0.8], [-0.1, -0.1, 0.1], [0.0, 0.1, 0.0], [-0.1, 0.0, 0.0], [0.1, 0.0, 0.1], [-0.1, 0.0, -0.1], [0.1, -0.1, 0.2], [0.0, 0.0, 0.0], [0.2, 0.1, -0.5], [-0.1, 0.1, 0.5]],
  "nbo_charge": [-0.850, -0.631, -0.651, -0.720, -0.156, -0.383, -0.647, 0.323, -0.128, 0.224, 0.218, 0.199, 0.213, 0.342, 0.232, 0.367, 0.357, 0.236, 0.206, 0.214, 0.224, 0.177, 0.233, 0.204, 0.200],
  "e_homo_ev": -7.66,
  "fmax_ha_per_bohr": 0.07109,
  "multiplicity": 1,
  "e_lumo_ev": 0.5,
  "relative_energy_kj_mol": 456.49,
  "total_energy_ha": -385.666726
}

=====

{
  "formula": "C4H11N3S",
  "method": "ωB97M-V with the def2-TZVPD basis set",
  "species": ["S", "N", "N", "N", "C", "C", "C", "C", "H", "H", "H", "H", "H", "H", "H", "H", "H", "H", "H"],
  "positions_angstrom": [[3.105, -0.192, -0.077], [1.003, 1.715, 0.517], [0.235, 0.939, -0.343], [1.606, -1.056, -0.099], [-1.078, 1.801, -0.433], [-0.661, -1.414, -0.601], [0.513, -0.465, -0.301], [-1.458, -1.441, 0.686], [1.899, 1.953, 0.016], [-2.221, 0.995, -0.976], [-1.318, 2.571, 0.980], [-0.227, -2.397, -0.857], [-1.823, -0.491, 1.001], [-0.635, -1.722, 1.433], [-0.583, 2.721, -1.281], [1.328, 1.369, 1.388], [-1.263, -1.236, -1.511], [3.784, -1.408, -0.163], [-2.208, -2.242, 0.620]],
  "forces_ev_per_angstrom": [[0.3, -1.8, 0.2], [3.1, 2.1, -2.0], [-1.5, 0.1, 1.5], [1.1, 0.7, -0.1], [-0.1, 0.2, -1.3], [0.4, 0.2, -0.5], [-2.7, 0.4, -1.6], [1.7, -2.1, 0.7], [-1.3, 0.1, 0.7], [3.7, 2.8, 1.8], [0.5, -2.5, -4.1], [0.0, 0.4, 0.6], [-0.6, 0.6, 0.0], [-1.6, 0.1, -0.5], [-2.4, -2.7, 2.8], [-0.5, -1.3, 0.9], [0.3, 0.8, 0.4], [-0.3, 1.3, 0.1], [0.0, 0.5, 0.5]],
  "nbo_charge": [0.096, -0.666, -0.360, -0.625, -0.466, -0.448, 0.437, -0.609, 0.357, 0.227, 0.225, 0.232, 0.212, 0.212, 0.245, 0.366, 0.216, 0.134, 0.216],
  "e_homo_ev": -8.27,
  "fmax_ha_per_bohr": 0.09610,
  "multiplicity": 1,
  "e_lumo_ev": 0.3,
  "relative_energy_kj_mol": 707.86,
  "total_energy_ha": -721.198991
}

=====

{
  "formula": "C3H6N2O",
  "method": "ωB97M-V with the def2-TZVPD basis set",
  "species": ["O", "N", "N", "C", "C", "C", "H", "H", "H", "H", "H", "H"],
  "positions_angstrom": [[-1.974, -0.433, 0.403], [1.589, -0.686, -0.470], [0.491, 1.108, 0.730], [-0.877, -0.493, -0.467], [0.424, -0.268, 0.326], [1.866, -0.534, -1.610], [0.587, 1.722, -0.077], [-0.877, -1.481, -0.932], [0.397, -0.905, 1.206], [-0.958, 0.254, -1.279], [-1.947, 0.437, 0.825], [1.279, 1.277, 1.345]],
  "forces_ev_per_angstrom": [[-0.1, 0.2, 0.1], [-0.6, 0.6, -1.5], [0.1, 0.1, 0.1], [0.3, -0.1, -0.2], [-0.2, -0.1, 0.3], [0.5, -0.5, 0.6], [0.0, -0.2, 0.1], [0.0, 0.1, 0.1], [-0.1, 0.1, 0.1], [0.2, -0.1, 0.2], [0.0, -0.1, 0.0], [-0.1, 0.0, 0.0]],
  "nbo_charge": [-0.704, -0.568, -0.824, -0.068, 0.070, 0.308, 0.367, 0.196, 0.209, 0.163, 0.477, 0.375],
  "e_homo_ev": -10.74,
  "fmax_ha_per_bohr": 0.03407,
  "multiplicity": 1,
  "e_lumo_ev": 0.8,
  "relative_energy_kj_mol": 228.56,
  "total_energy_ha": -302.606044
}

=====

{
  "formula": "C18H24N4O2S",
  "method": "ωB97M-V with the def2-TZVPD basis set",
  "species": ["S", "O", "O", "N", "N", "N", "N", "C", "C", "C", "C", "C", "C", "C", "C", "C", "C", "C", "C", "C", "C", "C", "C", "C", "C", "H", "H", "H", "H", "H", "H", "H", "H", "H", "H", "H", "H", "H", "H", "H", "H", "H", "H", "H", "H", "H", "H", "H", "H"],
  "positions_angstrom": [[3.877, -1.582, -1.528], [0.613, 1.498, -1.775], [0.473, -0.227, -0.338], [4.592, 2.007, -0.351], [4.712, -0.216, 2.313], [4.138, 0.332, 1.230], [6.052, 1.368, 1.468], [3.037, -3.717, -0.393], [2.475, 0.941, -0.396], [2.684, -2.656, 0.470], [4.961, 1.274, 0.737], [2.986, 2.854, -1.949], [-1.859, 0.444, -0.052], [2.894, -0.092, 0.635], [1.119, 0.803, -0.922], [5.846, 0.429, 2.420], [-6.464, -0.088, 1.031], [-3.297, 0.106, -0.434], [-5.757, 0.705, -0.069], [3.064, -1.441, -0.003], [3.685, -3.290, -1.505], [-5.880, -1.476, 1.264], [-0.864, -0.468, -0.765], [3.330, 1.887, -0.869], [-4.293, 1.045, 0.245], [-3.408, 0.191, -1.518], [-3.509, -0.928, -0.160], [3.830, 3.502, -2.172], [-1.053, -1.517, -0.527], [2.818, -4.750, -0.191], [2.130, 3.458, -1.655], [-6.315, 1.632, -0.217], [2.142, -0.185, 1.430], [-4.865, -1.412, 1.647], [-5.806, 0.145, -1.004], [-1.725, 0.338, 1.027], [2.167, -2.788, 1.403], [5.223, 2.723, -0.675], [4.067, -3.869, -2.322], [-4.077, 2.063, -0.087], [-6.480, -2.019, 1.991], [-7.517, -0.192, 0.756], [-1.638, 1.478, -0.322], [6.554, 0.234, 3.198], [-6.425, 0.480, 1.963], [-4.138, 1.019, 1.326], [2.688, 2.319, -2.848], [-0.926, -0.316, -1.848], [-5.868, -2.046, 0.338]],
  "forces_ev_per_angstrom": [[-0.3, -0.3, 0.4], [-0.1, 0.0, 0.0], [0.3, 0.2, 0.1], [0.1, 0.2, -0.3], [-0.2, -0.7, 0.6], [0.5, 1.0, -0.3], [0.1, 0.5, -0.6], [0.1, -0.2, -0.2], [0.3, 0.1, 0.3], [0.1, 0.4, 0.0], [0.1, -0.5, 0.8], [0.0, 0.1, -0.1], [0.1, -0.3, -0.2], [-0.3, -0.4, 0.0], [-0.1, 0.1, -0.2], [-0.3, 0.0, -0.3], [0.0, -0.1, -0.2], [0.2, 0.3, 0.3], [0.0, 0.2, 0.3], [0.1, -0.2, -0.2], [0.1, 0.3, -0.1], [-0.2, 0.2, 0.1], [-0.5, 0.2, -0.1], [-0.4, -0.2, 0.1], [-0.1, -0.2, -0.3], [-0.1, -0.1, -0.1], [-0.1, -0.1, -0.1], [0.1, 0.0, 0.0], [0.0, 0.1, 0.0], [0.0, -0.2, 0.0], [0.0, 0.0, 0.0], [0.0, 0.0, -0.1], [0.2, 0.0, -0.2], [0.2, -0.1, 0.0], [0.0, 0.0, -0.1], [0.0, 0.0, 0.0], [-0.1, 0.0, 0.2], [-0.1, -0.1, 0.0], [0.1, -0.2, -0.1], [0.1, 0.0, 0.1], [0.0, -0.1, 0.1], [0.0, 0.0, 0.1], [0.0, 0.0, 0.0], [0.1, -0.1, 0.2], [-0.1, 0.1, 0.0], [0.0, 0.1, 0.1], [0.0, 0.0, 0.0], [0.0, -0.1, 0.1], [0.0, -0.1, -0.1]],
  "nbo_charge": [0.425, -0.627, -0.515, -0.574, -0.286, -0.188, -0.513, -0.253, -0.271, -0.234, 0.501, -0.650, -0.421, -0.070, 0.786, 0.151, -0.387, -0.392, -0.394, -0.198, -0.406, -0.609, -0.065, 0.318, -0.396, 0.198, 0.196, 0.204, 0.189, 0.224, 0.258, 0.205, 0.243, 0.198, 0.193, 0.199, 0.226, 0.427, 0.235, 0.204, 0.210, 0.199, 0.215, 0.200, 0.193, 0.194, 0.257, 0.199, 0.200],
  "e_homo_ev": -8.47,
  "fmax_ha_per_bohr": 0.02305,
  "multiplicity": 1,
  "e_lumo_ev": 0.6,
  "smiles": "CCCCCCCOC(=O)C1=C(C)Nc2ncnn2[C@@H]1c1cccs1",
  "relative_energy_kj_mol": 81.73,
  "total_energy_ha": -1468.013440
}

=====

{
  "formula": "C15H26N4OSc",
  "method": "ωB97M-V with the def2-TZVPD basis set",
  "species": ["Sc", "O", "N", "N", "N", "N", "C", "C", "C", "C", "C", "C", "C", "C", "C", "C", "C", "C", "C", "C", "C", "H", "H", "H", "H", "H", "H", "H", "H", "H", "H", "H", "H", "H", "H", "H", "H", "H", "H", "H", "H", "H", "H", "H", "H", "H", "H"],
  "positions_angstrom": [[-0.132, -0.042, -0.271], [-0.298, -1.768, -1.254], [2.085, 0.103, 0.157], [-2.270, 0.333, 0.325], [-0.072, -0.443, 1.740], [0.005, 2.126, -0.142], [-1.273, -1.559, 3.470], [-0.075, -2.039, 3.987], [1.126, -1.678, 3.386], [1.096, -0.874, 2.253], [0.714, -2.424, -2.080], [-0.059, -3.428, -2.937], [-1.237, -0.754, 2.340], [-2.434, 1.809, 0.157], [2.411, 1.551, -0.033], [-1.187, 2.558, 0.646], [-2.479, -0.128, 1.735], [2.347, -0.389, 1.546], [-1.272, -3.812, -2.067], [1.301, 2.450, 0.524], [-1.204, -2.852, -0.870], [-2.214, -1.810, 3.936], [-2.196, -3.695, -2.629], [3.081, -1.200, 1.539], [2.065, -2.023, 3.792], [1.580, 3.502, 0.372], [-2.770, 0.720, 2.371], [-0.080, -2.692, 4.850], [2.538, 1.733, -1.109], [1.421, -2.934, -1.410], [-3.034, -0.082, -0.222], [2.748, -0.395, -0.449], [3.363, 1.805, 0.451], [1.223, -1.659, -2.678], [0.555, -4.292, -3.180], [-0.013, 2.680, -1.011], [-3.317, 2.168, 0.702], [2.786, 0.411, 2.156], [-1.224, -4.843, -1.724], [-1.359, 3.640, 0.561], [-1.006, 2.326, 1.704], [-0.375, -2.973, -3.878], [-3.305, -0.846, 1.791], [-2.180, -2.419, -0.620], [-2.602, 2.013, -0.910], [-0.774, -3.351, 0.012], [1.188, 2.284, 1.602]],
  "forces_ev_per_angstrom": [[0.0, 0.2, -0.5], [-0.1, -0.5, -0.4], [0.4, -0.1, 0.0], [-0.5, -0.1, 0.1], [-0.1, -0.2, 0.5], [0.0, 0.9, -0.4], [0.0, 0.3, -0.4], [0.0, 0.1, -0.2], [0.0, 0.3, -0.3], [0.4, -0.2, 0.4], [0.8, -0.5, -0.9], [0.0, 0.2, 0.0], [-0.5, -0.2, 0.4], [0.1, 0.7, 0.0], [0.0, 0.6, 0.0], [-0.7, 0.0, 0.2], [0.0, -0.2, 0.5], [0.1, -0.2, 0.5], [0.0, 0.2, 0.0], [0.7, -0.1, 0.1], [-0.9, -0.9, 0.4], [-0.1, 0.0, 0.0], [0.0, 0.0, 0.1], [0.0, 0.1, -0.1], [0.1, 0.0, 0.0], [-0.1, -0.2, 0.1], [0.0, -0.1, -0.2], [0.0, 0.0, 0.0], [0.0, -0.1, 0.2], [-0.2, 0.2, -0.1], [0.4, 0.0, 0.1], [-0.4, 0.0, 0.1], [-0.2, -0.1, -0.1], [-0.1, -0.1, 0.2], [0.1, 0.1, 0.0], [0.0, -0.3, 0.2], [0.2, -0.1, -0.2], [0.0, -0.1, -0.2], [0.0, 0.1, 0.0], [0.1, -0.3, 0.1], [0.0, 0.1, -0.2], [0.0, 0.0, 0.1], [0.1, 0.2, -0.1], [0.3, 0.0, 0.0], [0.0, -0.1, 0.2], [-0.1, 0.3, -0.2], [0.0, 0.1, -0.2]],
  "nbo_charge": [2.062, -0.663, -0.730, -0.732, -0.667, -0.750, -0.214, -0.048, -0.212, 0.237, -0.081, -0.432, 0.243, -0.246, -0.245, -0.251, -0.282, -0.279, -0.437, -0.250, -0.077, 0.273, 0.254, 0.267, 0.273, 0.269, 0.258, 0.278, 0.237, 0.208, 0.437, 0.436, 0.259, 0.223, 0.273, 0.435, 0.260, 0.257, 0.264, 0.270, 0.223, 0.248, 0.267, 0.211, 0.239, 0.211, 0.224],
  "e_homo_ev": -19.68,
  "fmax_ha_per_bohr": 0.02629,
  "multiplicity": 1,
  "e_lumo_ev": -10.3,
  "total_energy_ha": -1641.292375,
  "charge": 3
}